No. 1
This record from the Open Molecules 2025 dataset describes a structure of composition C27H40NP2PbS3. The level of theory is ωB97M-V/def2-TZVPD.

Values from the calculation:
energy relative to the best compared isomer or geometry (same formula, charge and spin): 41.76 kcal/mol
DFT total energy: -3177.7221 a.u.
highest occupied orbital energy: -3.500 eV
gap between HOMO and LUMO: 6.1 eV
net charge: -1

The geometry in XYZ format:
```
74
C27H40NP2PbS3 | the Open Molecules 2025 dataset | ωB97M-V/def2-TZVPD
Pb 1.402 -0.393 -1.467
S 1.053 -0.721 -6.093
S 2.672 0.084 -3.874
S -0.352 -0.182 -3.438
P 0.868 2.457 -0.849
P 0.407 -2.892 -0.174
N -0.369 -0.037 0.335
C -0.538 4.925 -1.066
C 1.060 -0.225 -4.502
C 2.838 3.706 -2.426
C 1.565 -4.609 -1.932
C 0.453 -3.583 2.656
C 3.482 3.168 -0.023
C 1.324 -3.439 1.395
C -1.047 -4.329 -2.170
C -1.784 2.685 -1.621
C 0.764 3.171 1.793
C -3.806 -1.324 0.551
C -1.457 -0.871 0.410
C 2.346 3.559 -0.997
C 2.428 -2.441 1.626
C -0.751 0.963 2.597
C 0.341 4.375 3.992
C -0.187 0.942 1.277
C 0.193 3.147 3.081
C -0.478 3.496 -1.684
C 0.201 -4.370 -1.236
C -2.299 -3.192 0.339
C 0.585 2.127 0.883
C -3.605 -2.733 0.558
C -2.797 -0.420 0.631
C -1.223 -2.328 0.227
C -0.537 2.027 3.465
C -4.667 -3.730 0.566
H -4.744 -4.229 -0.447
H 3.467 2.803 -2.682
H -4.521 -4.535 1.273
H -5.660 -3.327 0.762
H 0.050 -5.182 -0.425
H -0.499 -4.185 2.613
H 0.144 -2.591 2.841
H 1.692 -4.024 -2.862
H 1.695 -4.446 1.128
H -1.865 2.290 -0.629
H 2.414 -4.292 -1.279
H -0.824 -3.765 -3.122
H -2.958 0.687 0.872
H -1.970 -3.839 -1.699
H -2.689 3.267 -1.766
H 3.486 4.602 -2.518
H -0.180 3.461 -2.764
H 2.020 4.583 -0.697
H -1.683 1.878 -2.353
H -1.971 -4.272 0.243
H -1.195 0.007 2.865
H 2.034 3.797 -3.169
H -4.763 -0.884 0.400
H 1.094 4.216 4.699
H -0.269 4.942 -0.021
H 1.371 4.061 1.526
H 0.559 5.216 3.357
H 3.748 2.144 -0.159
H 0.142 5.638 -1.645
H 1.740 -5.706 -2.173
H 1.080 -4.028 3.429
H 3.125 3.282 1.025
H 2.005 -1.469 1.726
H -1.562 5.284 -1.202
H -0.986 1.847 4.432
H 2.774 -2.727 2.699
H 3.194 -2.574 0.903
H 4.343 3.858 -0.050
H -0.606 4.588 4.513
H -1.313 -5.394 -2.475
```

No. 2
This record from the Open Molecules 2025 dataset describes a cluster of 2 separate species, C2H4N2O in total. The level of theory is ωB97M-V/def2-TZVPD.

Values from the calculation:
<S²>: 2.01
energy relative to the best compared isomer or geometry (same formula, charge and spin): 6.57 kcal/mol
DFT total energy: -263.1840 a.u.
highest occupied orbital energy (spin up / spin down): -6.978 / -10.933 eV
gap between HOMO and LUMO (spin up / spin down): 7.7 / 8.8 eV
multiplicity: 3

The geometry in XYZ format:
```
9
C2H4N2O | the Open Molecules 2025 dataset | ωB97M-V/def2-TZVPD
O -0.467 -1.764 0.029
N 2.209 -0.594 0.014
N -0.751 1.121 0.332
C 1.241 -0.065 -0.312
C -0.112 0.399 -0.592
H -1.687 1.388 0.285
H -0.459 0.225 -1.617
H 0.341 -1.860 0.558
H -0.316 1.150 1.303
```

No. 3
This record from the Open Molecules 2025 dataset describes a cluster of 2 separate species, C2H8N2O3S in total. The level of theory is ωB97M-V/def2-TZVPD.

Values from the calculation:
SMILES: NS(=O)(=O)O.[H]/N=C\C
energy relative to the best compared isomer or geometry (same formula, charge and spin): 19.25 kcal/mol
DFT total energy: -814.3882 a.u.
highest occupied orbital energy: -10.549 eV
gap between HOMO and LUMO: 11.1 eV

The geometry in XYZ format:
```
16
C2H8N2O3S | the Open Molecules 2025 dataset | ωB97M-V/def2-TZVPD
S 1.456 -1.004 -0.732
O 2.672 -1.730 -0.554
O 0.189 -1.931 -0.520
O 1.425 0.152 0.087
N 1.203 -0.440 -2.332
N -1.245 -0.632 1.009
C -0.948 1.798 1.434
C -1.068 0.569 0.572
H 0.159 -0.269 -2.396
H -0.889 0.670 -0.461
H 1.455 -1.148 -3.071
H -1.440 1.621 2.350
H 0.154 1.722 1.538
H -1.276 2.749 0.971
H -0.504 -1.460 0.117
H -1.343 -0.667 1.986
```

No. 4
This record from the Open Molecules 2025 dataset describes a structure of composition C19H21N5O2PdSb. The level of theory is ωB97M-V/def2-TZVPD.

Values from the calculation:
DFT total energy: -1529.0304 a.u.
highest occupied orbital energy: -3.063 eV
gap between HOMO and LUMO: 6.0 eV
net charge: -1

The geometry in XYZ format:
```
49
C19H21N5O2PdSb | the Open Molecules 2025 dataset | ωB97M-V/def2-TZVPD
Sb 2.079 -1.933 0.324
Pd 0.470 0.386 -0.376
O -1.345 4.301 0.270
O -0.691 2.176 0.637
N 1.499 0.226 2.387
N 0.067 -1.776 -1.993
N -0.317 1.903 -2.063
N -0.727 -1.368 0.948
N -1.089 2.938 -1.502
C -0.173 -3.467 1.923
C 1.213 -1.176 -1.548
C 2.045 0.082 1.151
C -2.863 -0.286 1.149
C -1.656 -2.175 -3.613
C -1.014 3.159 -0.076
C 1.484 1.424 2.937
C -2.351 -2.529 2.228
C 2.730 1.138 0.528
C -0.333 -1.558 -3.244
C 2.096 2.544 2.350
C -1.953 -1.434 1.458
C -1.452 -3.555 2.456
C 0.741 1.575 4.235
C 1.655 -0.349 -3.783
C 2.080 -0.535 -2.494
C 2.749 2.386 1.153
C 0.400 -0.832 -4.176
C 0.151 -2.346 1.174
H -0.137 2.204 4.075
H -3.229 -0.373 0.122
H 2.033 3.509 2.837
H 3.280 0.983 -0.390
H 3.249 3.224 0.680
H -2.434 -1.817 -2.937
H -3.353 -2.562 2.637
H -1.610 -3.261 -3.504
H -1.742 -4.413 3.052
H -0.832 1.426 -2.791
H -1.941 -1.937 -4.638
H 3.061 -0.192 -2.185
H 2.293 0.163 -4.496
H -1.031 3.822 -1.987
H -2.311 0.654 1.209
H 0.033 -0.705 -5.186
H 1.358 2.048 5.003
H 0.416 0.597 4.585
H 0.558 -4.246 2.095
H -3.723 -0.269 1.820
H 0.565 2.228 -2.443
```

No. 5
This record from the Open Molecules 2025 dataset describes a structure of composition C25H44OP2Sn. The level of theory is ωB97M-V/def2-TZVPD.

Values from the calculation:
energy relative to the best compared isomer or geometry (same formula, charge and spin): 103.89 kcal/mol
DFT total energy: -1950.3795 a.u.
highest occupied orbital energy (spin up / spin down): -12.174 / -12.173 eV
gap between HOMO and LUMO (spin up / spin down): 4.1 / 4.1 eV
net charge: +2

The geometry in XYZ format:
```
73
C25H44OP2Sn | the Open Molecules 2025 dataset | ωB97M-V/def2-TZVPD
Sn -2.230 0.005 -0.886
P -3.524 4.381 1.172
P 0.224 -3.464 -1.063
O -1.489 -1.892 1.444
C 2.950 3.373 1.796
C -0.916 -1.003 0.851
C 2.290 2.115 4.639
C 3.586 -0.295 2.104
C -1.959 4.721 0.215
C -0.762 -2.016 -3.434
C 2.966 -0.929 4.544
C -0.260 -0.573 -3.344
C -1.209 0.465 -2.764
C 1.248 -4.351 -2.298
C -2.636 0.525 -2.978
C -2.528 -1.978 -1.560
C 3.985 1.054 -0.069
C -1.296 -2.648 -2.155
C 3.121 0.014 3.415
C -3.476 -0.597 -3.560
C -3.672 -1.792 -2.586
C -0.590 -4.930 -0.328
C 0.433 -0.444 1.060
C 3.104 1.956 2.182
C 3.983 -1.624 1.598
C -3.560 2.639 1.016
C -4.815 4.678 -0.129
C 3.579 0.909 1.344
C 2.815 1.398 3.458
H 3.564 -2.423 2.222
H 1.917 3.105 4.359
H 1.468 1.555 5.107
H -2.877 -2.539 -0.683
H 0.077 -2.627 -3.803
H 5.078 -1.743 1.597
H -4.605 -1.649 -2.021
H -3.098 -0.933 -4.540
H -2.185 5.149 -0.774
H 0.019 -0.231 -4.360
H -0.732 1.450 -2.654
H 2.041 -4.841 -1.708
H -3.815 -2.719 -3.155
H 0.366 0.577 1.480
H 5.044 1.343 -0.155
H 0.694 -0.558 -2.781
H -4.467 -0.167 -3.784
H 3.161 -1.959 4.228
H 3.882 3.938 1.958
H -0.986 -5.606 -1.097
H -1.534 -2.084 -4.212
H 2.162 3.858 2.387
H 3.665 -0.687 5.358
H -1.406 3.776 0.102
H 3.854 0.110 -0.613
H -5.085 5.742 -0.170
H 0.965 -0.397 0.094
H 1.714 -3.659 -3.014
H -4.292 2.201 0.331
H 0.189 -5.452 0.244
H -1.385 -4.609 0.356
H 3.388 1.829 -0.569
H -1.350 5.430 0.794
H 1.950 -0.880 4.963
H 0.663 -5.123 -2.823
H -5.704 4.090 0.135
H 3.636 -1.778 0.566
H 0.999 -1.085 1.749
H -2.952 1.984 1.653
H -1.622 -3.675 -2.440
H -3.091 1.525 -3.042
H 2.693 3.462 0.733
H -4.431 4.348 -1.105
H 3.068 2.254 5.405
```

Question: Which value of DFT total energy does entry 1 give?
Answer: -3177.7221 a.u.